# 1
Density functional theory data (ωB97M-V with the def2-TZVPD basis set) for a cluster of 14 separate species, C37H47N15O3 in total at a distorted geometry.

Last column: Mulliken charge in e.
Positions of all 102 atoms, in Å:
C -0.086 -4.185 5.255  -1.017
C 0.515 -3.499 3.936  0.641
C 1.708 -4.100 3.097  -0.658
C 2.283 -3.398 1.790  -0.450
C 1.645 -2.019 1.322  0.752
C 2.205 -1.240 0.039  -0.912
C 0.454 -1.442 2.145  -0.081
C -0.115 -2.167 3.426  0.462
C -1.332 -1.274 3.952  0.137
O -1.839 -1.152 5.100  -0.577
N -1.702 -0.540 2.681  -0.100
N -2.153 -1.523 1.756  -0.142
C -3.375 -1.909 2.121  0.596
O -4.363 -2.609 2.413  -0.496
C -0.425 -0.116 1.989  0.100
O -0.138 0.999 1.480  -0.550
H 0.764 -4.816 5.712  0.311
H -0.377 -3.326 5.976  0.277
H -1.008 -4.833 4.995  0.307
H 2.230 -5.087 3.409  0.294
H 3.166 -3.879 1.216  0.340
H 3.198 -0.728 0.363  0.330
H 1.462 -0.399 -0.237  0.268
H 2.406 -1.975 -0.824  0.231
C -2.397 2.964 1.230  -0.487
C -2.915 4.305 0.793  0.151
N -3.325 5.366 0.447  -0.473
H -2.258 2.319 0.361  0.272
H -1.441 3.083 1.741  0.273
H -3.109 2.495 1.912  0.282
C -3.975 5.822 -2.995  -0.452
C -3.254 5.521 -4.278  0.361
N -2.683 5.283 -5.294  -0.500
H -5.037 5.595 -3.103  0.194
H -3.562 5.217 -2.185  0.082
H -3.861 6.878 -2.743  0.294
C -4.272 -5.089 -0.535  -0.888
C -2.851 -4.704 -0.212  0.470
N -1.728 -4.401 0.045  -0.431
H -4.964 -4.387 -0.066  0.243
H -4.426 -5.071 -1.616  0.311
H -4.478 -6.094 -0.163  0.358
C -0.461 -5.931 -2.866  -0.428
C 0.953 -5.540 -2.544  0.341
N 2.071 -5.229 -2.290  -0.441
H -1.155 -5.232 -2.396  -0.078
H -0.614 -5.914 -3.946  0.313
H -0.661 -6.937 -2.493  0.270
C -2.628 2.662 -7.704  -0.463
C -2.496 1.198 -7.391  0.296
N -2.391 0.040 -7.144  -0.422
H -3.368 2.808 -8.492  0.301
H -2.945 3.206 -6.812  0.062
H -1.668 3.058 -8.039  0.225
C 2.414 -1.407 6.857  -0.276
C 2.556 -2.875 7.158  0.408
N 2.665 -4.035 7.394  -0.523
H 1.668 -1.260 6.073  0.001
H 2.098 -0.873 7.755  0.310
H 3.370 -1.002 6.520  0.106
C 6.515 -4.005 8.625  -0.811
C 5.993 -2.664 8.195  0.382
N 5.577 -1.604 7.856  -0.425
H 6.650 -4.647 7.753  0.263
H 7.474 -3.884 9.131  0.328
H 5.807 -4.476 9.309  0.274
C 0.611 4.349 -5.214  -0.423
C 1.766 3.389 -5.182  0.257
N 2.681 2.630 -5.156  -0.414
H 0.517 4.785 -6.210  0.257
H -0.314 3.827 -4.966  0.156
H 0.772 5.149 -4.490  0.151
C 7.237 1.284 6.495  -0.549
C 8.162 2.067 5.609  0.231
N 8.895 2.687 4.907  -0.375
H 6.401 0.897 5.910  0.181
H 7.773 0.447 6.946  0.226
H 6.849 1.926 7.288  0.276
C -3.855 -1.722 -1.589  -0.236
C -4.364 -0.378 -2.027  0.010
N -4.766 0.685 -2.373  -0.390
H -3.723 -2.370 -2.458  0.327
H -2.895 -1.609 -1.081  0.176
H -4.567 -2.185 -0.904  0.082
C 3.829 -2.999 -4.800  -0.822
C 3.061 -2.277 -3.732  0.365
N 2.451 -1.707 -2.886  -0.480
H 4.296 -3.893 -4.381  0.261
H 3.156 -3.294 -5.607  0.261
H 4.606 -2.348 -5.204  0.325
C 2.404 6.358 -1.819  -0.606
C 1.886 7.696 -2.263  0.333
N 1.476 8.755 -2.613  -0.396
H 2.541 5.707 -2.685  0.149
H 3.361 6.479 -1.310  0.292
H 1.693 5.892 -1.134  0.228
C -7.282 5.293 -5.923  -0.704
C -7.410 6.598 -5.189  0.323
N -7.511 7.630 -4.608  -0.410
H -7.086 4.486 -5.214  0.254
H -8.206 5.078 -6.462  0.311
H -6.457 5.348 -6.636  0.237

Properties
**LUMO energy**: -1.1 eV
**Charge**: 0

# 2
Density functional theory data (ωB97M-V with the def2-TZVPD basis set) for the molecule C3H6N2O2.

Last column: natural (NBO) charge in e.
Positions of all 13 atoms, in Å:
N -1.440 -0.378 -1.013  -0.831
C -1.309 -0.173 0.334  0.655
O -2.205 0.261 1.033  -0.588
C -0.088 -0.782 1.051  -0.172
O 1.283 -0.449 0.777  -0.492
C 1.701 0.503 -0.052  0.436
N 0.994 1.086 -0.925  -0.761
H -2.259 0.090 -1.383  0.392
H -0.597 -0.191 -1.543  0.415
H -0.153 -1.866 0.908  0.211
H -0.241 -0.557 2.107  0.217
H 2.765 0.683 0.133  0.156
H 1.548 1.773 -1.427  0.362

Properties
**Energy above the lowest of the compared OMol25 structures with the same formula, charge and spin**: 165.53 kJ/mol
**LUMO energy**: 0.8 eV
**SMILES**: [H]/N=C/OCC(N)=O
**Charge**: 0

# 3
Density functional theory data (ωB97M-V with the def2-TZVPD basis set) for a structure of composition C12H13N6O5ScSe2Te2.

Last column: natural (NBO) charge in e.
Positions of all 41 atoms, in Å:
Sc -1.865 0.486 0.598  1.299
O -0.771 3.728 3.620  -0.660
C -0.740 2.728 2.732  0.808
O -1.723 2.359 2.143  -0.585
C 0.635 2.121 2.617  -0.173
O 0.771 1.361 1.445  -0.521
C 1.656 1.895 0.438  -0.068
C -0.448 1.911 -1.055  0.656
O -0.257 2.324 -2.418  -0.499
O -1.601 2.191 -0.466  -0.792
H -1.698 4.008 3.682  0.506
H 0.743 1.468 3.488  0.242
H 1.383 2.912 2.690  0.209
H 2.206 1.042 0.044  0.203
H 2.384 2.558 0.911  0.187
N -1.503 -3.642 1.197  -0.762
C -0.654 -3.326 0.222  0.614
N -0.009 -4.324 -0.400  -0.574
C 0.787 -3.947 -1.388  0.597
N 1.470 -4.903 -2.049  -0.772
N 1.011 -2.672 -1.784  -0.569
C 0.312 -1.792 -1.091  0.425
N -0.531 -2.015 -0.099  -0.545
C 0.481 -0.342 -1.475  0.299
C 1.595 0.038 -2.357  -0.268
C 1.936 1.303 -2.615  -0.119
C 1.162 2.505 -2.161  0.038
C 0.856 2.590 -0.640  -0.311
N -0.345 0.441 -0.923  -0.540
H -1.534 -4.594 1.512  0.407
H -1.897 -2.892 1.754  0.437
H 1.263 -5.867 -1.869  0.407
H 1.986 -4.641 -2.868  0.405
H 2.175 -0.783 -2.750  0.251
H 2.819 1.472 -3.222  0.217
H 1.530 3.414 -2.631  0.203
H 0.616 3.624 -0.394  0.236
Se -3.660 -0.441 -1.076  -0.525
Te -4.836 -1.623 0.803  0.130
Te -4.050 0.028 2.783  0.150
Se -1.655 -0.705 3.054  -0.644

Properties
**Energy above the lowest of the compared OMol25 structures with the same formula, charge and spin**: 259.62 kJ/mol
**LUMO energy**: -1.0 eV
**Charge**: 0

# 4
Density functional theory data (ωB97M-V with the def2-TZVPD basis set) for a structure of composition C22H28As2BrIrN2O3S at a distorted geometry.

Last column: natural (NBO) charge in e.
Positions of all 60 atoms, in Å:
Ir 0.143 -0.190 0.987  0.630
C -1.895 -4.789 2.222  -0.671
C -1.749 -3.413 2.756  0.005
C -1.743 -3.019 4.115  -0.109
C -1.222 -1.775 4.495  -0.227
C -0.784 -0.855 3.519  0.131
Br -0.124 0.880 3.895  0.184
N -0.966 -1.205 2.241  -0.560
C -1.449 -2.410 1.830  0.051
H -2.456 -4.809 1.271  0.248
H -2.440 -5.550 2.859  0.264
H -0.859 -5.239 1.999  0.255
H -2.096 -3.785 4.832  0.266
H -0.987 -1.545 5.533  0.266
H -1.436 -2.538 0.760  0.227
C -0.376 -0.640 -2.731  -0.896
As 0.881 -0.655 -1.163  1.002
C 1.407 -2.577 -1.124  -0.925
C 2.477 0.260 -1.661  -0.395
C 3.081 0.024 -2.892  -0.193
C 4.237 0.751 -3.200  -0.160
C 4.891 1.521 -2.224  -0.182
C 4.292 1.639 -0.983  -0.156
C 3.086 1.020 -0.689  -0.320
As 2.292 0.757 1.118  0.967
C 2.791 2.479 1.984  -0.924
C 3.538 -0.600 1.670  -0.952
H -0.110 -1.342 -3.539  0.258
H -0.477 0.394 -2.992  0.245
H -1.372 -0.950 -2.398  0.248
H 1.573 -2.895 -2.170  0.252
H 0.638 -3.263 -0.752  0.242
H 2.278 -2.745 -0.490  0.246
H 2.820 -0.765 -3.564  0.236
H 4.754 0.532 -4.155  0.245
H 5.915 1.853 -2.430  0.254
H 4.814 2.164 -0.194  0.217
H 3.089 3.201 1.208  0.259
H 3.686 2.330 2.596  0.262
H 1.945 2.867 2.583  0.240
H 2.970 -1.471 2.107  0.248
H 4.214 -0.184 2.437  0.262
H 4.156 -0.930 0.876  0.256
N -0.909 1.771 0.889  -0.823
C -1.927 1.983 -0.049  0.081
C -1.616 2.596 -1.283  -0.205
C -2.628 2.699 -2.227  -0.190
C -3.966 2.253 -1.939  -0.261
C -4.310 1.797 -0.658  -0.172
C -3.214 1.521 0.218  -0.239
S -5.266 2.497 -3.312  2.283
O -5.697 3.867 -3.079  -0.761
O -6.342 1.563 -3.424  -0.723
O -4.182 2.168 -4.350  -0.574
H -0.158 2.476 0.835  0.415
H -1.373 1.823 1.833  0.424
H -0.591 2.857 -1.543  0.219
H -2.474 3.093 -3.232  0.257
H -5.302 1.493 -0.405  0.251
H -3.472 1.010 1.189  0.223

Properties
**Energy above the lowest of the compared OMol25 structures with the same formula, charge and spin**: 92.23 kJ/mol
**LUMO energy (alpha / beta)**: -6.1 / -8.5 eV
**Charge**: +2
**Spin multiplicity**: 5